[1]
The molecule C3H6O3, computed with ωB97M-V/def2-TZVPD.

Properties
Spin multiplicity: 1
Electronic energy (eV): -9350.006
Largest force on an atom (eV/A): 0.57
HOMO (eV): -10.50
M (g/mol): 90.1
SMILES string: O=C[C@H](O)CO
ΔE to the lowest compared entry with this formula, charge and spin (kJ/mol): 126.4
Kohn-Sham gap (eV): 11.30

Structure (XYZ):
```
12
Properties=species:S:1:pos:R:3:lowdin_charge:R:1
O -1.556 0.850 -0.062 -0.050
O 1.766 1.383 -0.130 0.069
O 0.635 -0.633 -1.355 -0.014
C -1.105 -0.447 0.267 -0.215
C 1.061 0.696 0.574 -0.183
C 0.397 -0.555 0.025 -0.354
H 1.350 0.001 -1.536 0.091
H -1.272 1.015 -0.973 0.100
H 0.869 0.953 1.632 0.142
H 0.809 -1.431 0.558 0.158
H -1.343 -0.610 1.323 0.128
H -1.612 -1.221 -0.325 0.129
```



[2]
The molecule C3H6O3 at a distorted geometry, computed with ωB97M-V/def2-TZVPD.

Properties
Spin multiplicity: 1
Electronic energy (eV): -9347.965
Largest force on an atom (eV/A): 2.52
HOMO (eV): -9.30
M (g/mol): 90.1
SMILES string: CO[C@H]1O[C@H]1O
ΔE to the lowest compared entry with this formula, charge and spin (kJ/mol): 323.4
Kohn-Sham gap (eV): 10.16

Structure (XYZ):
```
12
Properties=species:S:1:pos:R:3:lowdin_charge:R:1
O 0.298 -0.981 0.821 -0.102
O -0.361 1.788 -0.301 0.055
O 0.768 -0.097 -1.383 -0.005
C -1.096 -1.059 0.557 -0.093
C 1.087 -0.230 -0.072 -0.448
C 0.835 1.222 -0.260 -0.109
H 1.642 1.953 -0.220 0.150
H -1.295 -1.200 -0.509 0.090
H -1.628 -0.180 0.943 0.087
H 2.126 -0.478 0.168 0.156
H -1.455 -1.930 1.102 0.090
H -0.920 1.193 -0.844 0.129
```



[3]
The molecule C3H6O3 at a distorted geometry, computed with ωB97M-V/def2-TZVPD.

Properties
Spin multiplicity: 1
Electronic energy (eV): -9350.195
Largest force on an atom (eV/A): 3.94
HOMO (eV): -10.32
M (g/mol): 90.1
SMILES string: C[C@@H](O)C(=O)O
ΔE to the lowest compared entry with this formula, charge and spin (kJ/mol): 108.2
Kohn-Sham gap (eV): 10.86

Structure (XYZ):
```
12
Properties=species:S:1:pos:R:3:lowdin_charge:R:1
O -2.672 0.362 -0.448 0.133
O -1.642 -1.034 1.009 0.091
O -0.241 1.675 -0.815 -0.020
C -1.708 -0.030 0.131 -0.482
C 1.110 -0.141 -0.089 0.008
C -0.295 0.671 0.142 -0.306
H 1.445 -0.062 -1.082 0.049
H -1.052 2.147 -0.877 0.076
H 1.905 0.232 0.683 0.113
H 0.708 -1.102 0.166 0.046
H -2.533 -1.471 1.218 0.171
H -0.151 1.062 1.120 0.122
```



[4]
A cluster of 2 separate species, C3H6O3S in total, computed with ωB97M-V/def2-TZVPD.

Properties
Spin multiplicity: 1
Electronic energy (eV): -20186.368
Largest force on an atom (eV/A): 0.90
Charge: -2
HOMO (eV): 0.48
M (g/mol): 122.1
ΔE to the lowest compared entry with this formula, charge and spin (kJ/mol): 0.0
Kohn-Sham gap (eV): 5.69

Structure (XYZ):
```
13
Properties=species:S:1:pos:R:3:lowdin_charge:R:1
S -0.408 3.229 1.793 -0.083
O 1.099 -1.264 0.457 -0.093
O -0.069 -0.553 -1.315 -0.113
O -0.567 -3.106 -1.985 -0.154
C -0.523 1.497 1.135 -0.775
C 0.559 -0.367 -0.227 -0.714
C 0.658 1.101 0.261 -0.263
H 1.587 1.180 0.829 0.082
H -0.381 -2.152 -1.746 -0.024
H 0.696 1.722 -0.633 0.082
H -0.590 0.815 1.982 0.029
H -0.618 -3.511 -1.114 -0.002
H -1.443 1.409 0.562 0.028
```



[5]
The molecule C3H6O4 at a distorted geometry, computed with ωB97M-V/def2-TZVPD.

Properties
Spin multiplicity: 1
Electronic energy (eV): -11397.963
Largest force on an atom (eV/A): 2.67
HOMO (eV): -10.30
M (g/mol): 106.1
SMILES string: O=C(O)[C@H](O)CO
ΔE to the lowest compared entry with this formula, charge and spin (kJ/mol): 70.5
Kohn-Sham gap (eV): 10.81

Structure (XYZ):
```
13
Properties=species:S:1:pos:R:3:lowdin_charge:R:1
O -0.733 -1.427 -0.413 0.136
O 0.245 1.514 -0.785 -0.046
O -2.232 0.057 0.286 0.122
O 1.883 -0.774 -0.255 -0.074
C -1.092 -0.276 0.142 -0.495
C 0.041 0.760 0.449 -0.239
C 1.380 0.073 0.768 -0.196
H 2.105 0.830 1.120 0.134
H 1.247 -0.592 1.602 0.127
H 2.061 -0.212 -1.072 0.142
H -0.705 1.709 -1.126 0.152
H -0.219 1.386 1.280 0.143
H 0.227 -1.424 -0.616 0.094
```



[6]
The molecule C3H6O5P2 at a distorted geometry, computed with ωB97M-V/def2-TZVPD.

Properties
Spin multiplicity: 1
Electronic energy (eV): -32026.734
Largest force on an atom (eV/A): 4.27
HOMO (eV): -11.37
M (g/mol): 184.0
ΔE to the lowest compared entry with this formula, charge and spin (kJ/mol): 0.0
Kohn-Sham gap (eV): 11.73

Structure (XYZ):
```
16
Properties=species:S:1:pos:R:3:lowdin_charge:R:1
P 0.136 0.054 -1.493 0.514
P -0.489 -0.217 0.777 0.386
O -1.548 -1.291 1.252 -0.184
O 0.168 0.591 1.793 -0.210
O 0.559 -0.965 -0.266 -0.231
O -1.166 0.566 -0.488 -0.226
O -0.250 -0.438 -2.777 -0.213
C 1.904 1.924 -2.378 0.020
C 1.309 1.358 -1.363 -0.213
C -1.527 -1.763 2.524 -0.144
H 2.448 2.833 -2.502 0.067
H -2.498 -1.534 2.965 0.105
H -0.791 -1.380 3.122 0.045
H -1.222 -2.884 2.479 0.136
H 1.319 1.664 -0.310 0.083
H 1.648 1.482 -3.334 0.067
```



[7]
A structure of composition C3H6O8S3 at a distorted geometry, computed with ωB97M-V/def2-TZVPD.

Properties
Spin multiplicity: 1
Electronic energy (eV): -52093.751
Largest force on an atom (eV/A): 3.88
Charge: -2
HOMO (eV): -2.16
M (g/mol): 266.3
ΔE to the lowest compared entry with this formula, charge and spin (kJ/mol): 31.6
Kohn-Sham gap (eV): 7.61

Structure (XYZ):
```
20
Properties=species:S:1:pos:R:3:lowdin_charge:R:1
S 0.685 2.459 -1.214 0.253
S -1.373 -2.337 0.090 0.400
S 0.900 0.467 1.171 0.971
O -2.440 -2.281 -0.886 -0.329
O 2.020 2.270 -0.822 -0.379
O -0.665 -3.606 0.099 -0.356
O 0.491 3.281 -2.415 -0.388
O -1.740 -2.053 1.463 -0.347
O -0.212 -1.228 -0.354 -0.244
O -0.136 2.863 -0.104 -0.421
O 0.168 0.979 -1.638 -0.311
C -1.630 0.683 0.248 -0.080
C -0.256 0.072 -0.045 -0.737
C 2.191 -0.741 0.949 -0.380
H -1.399 1.818 0.366 0.081
H -2.098 0.347 -0.711 0.096
H 3.066 -0.251 0.419 0.047
H 2.624 -1.063 1.929 0.030
H 1.773 -1.645 0.462 0.045
H -1.970 -0.034 0.995 0.047
```



[8]
A structure of composition C3H6OS at a distorted geometry, computed with ωB97M-V/def2-TZVPD.

Properties
Spin multiplicity: 1
Electronic energy (eV): -16087.299
Largest force on an atom (eV/A): 6.28
HOMO (eV): -8.73
M (g/mol): 90.1
ΔE to the lowest compared entry with this formula, charge and spin (kJ/mol): 356.2
Kohn-Sham gap (eV): 9.10

Structure (XYZ):
```
11
Properties=species:S:1:pos:R:3:lowdin_charge:R:1
S -2.129 0.126 -0.021 0.720
O 0.423 -0.741 -0.302 -0.174
C 1.712 -0.617 0.266 -0.261
C -0.575 0.072 0.142 -0.842
C 2.260 0.764 -0.182 -0.085
H 1.160 1.474 -0.059 0.106
H 2.272 0.733 -1.197 0.008
H 3.199 1.260 0.550 0.160
H 1.395 -0.573 1.283 0.096
H -0.137 1.127 0.849 0.139
H 2.406 -1.425 -0.041 0.133
```



[9]
The molecule C3H6OS at a distorted geometry, computed with ωB97M-V/def2-TZVPD.

Properties
Spin multiplicity: 1
Electronic energy (eV): -16085.605
Largest force on an atom (eV/A): 3.86
HOMO (spin up / spin down) (eV): -7.34 / -7.71
M (g/mol): 90.1
ΔE to the lowest compared entry with this formula, charge and spin (kJ/mol): 519.6
Kohn-Sham gap (spin up / spin down) (eV): 7.48 / 8.49

Structure (XYZ):
```
11
Properties=species:S:1:pos:R:3:lowdin_charge:R:1
S -2.962 -0.597 0.096 0.682
O -0.512 0.432 0.278 -0.235
C 1.652 -0.556 0.026 -0.113
C 0.866 0.650 0.327 -0.148
C -1.887 0.741 -0.078 -0.550
H 2.260 -0.889 0.838 0.060
H -2.324 -1.489 -0.903 -0.049
H 1.407 1.695 0.302 0.137
H -2.052 1.781 0.312 0.072
H 2.493 -0.513 -0.785 0.112
H 1.059 -1.257 -0.413 0.032
```



[10]
The molecule C3H6OS at a distorted geometry, computed with ωB97M-V/def2-TZVPD.

Properties
Spin multiplicity: 1
Electronic energy (eV): -16087.415
Largest force on an atom (eV/A): 2.80
HOMO (spin up / spin down) (eV): -7.15 / -7.04
M (g/mol): 90.1
ΔE to the lowest compared entry with this formula, charge and spin (kJ/mol): 345.0
Kohn-Sham gap (spin up / spin down) (eV): 7.91 / 7.53

Structure (XYZ):
```
11
Properties=species:S:1:pos:R:3:lowdin_charge:R:1
S -0.681 0.451 -0.017 0.973
O -3.225 0.099 -0.075 -0.086
C 2.108 0.443 -0.061 -0.234
C -2.056 -0.583 -0.046 -0.520
C 0.856 -0.225 0.336 -0.546
H -2.111 -1.639 0.259 0.084
H -3.153 0.850 -0.603 0.040
H 2.337 0.326 -1.159 0.077
H 0.738 -1.288 0.581 0.052
H 2.284 1.545 0.180 0.086
H 2.903 0.021 0.605 0.075
```